[1]
Entry from OMol25: a cluster of 6 separate species, C33H72N15O8S in total at a distorted geometry (ωB97M-V with the def2-TZVPD basis set).

```
129
C33H72N15O8S, DFT ωB97M-V with the def2-TZVPD basis set
S 3.1507 -2.7298 -0.3664
O -0.8223 6.4152 4.1811
O 2.3636 4.3088 -4.9170
O -4.1605 2.0395 -0.5160
O 3.2260 -5.6853 -0.4547
O -1.6282 0.3931 8.3007
O 4.0000 1.4921 7.0142
O 0.2462 1.6998 4.4958
O -3.1033 -4.9930 -0.9613
N 5.5048 0.3636 5.7575
N -0.4602 2.8308 6.3255
N 3.7534 1.4288 4.7667
N -2.2709 6.3291 2.4451
N 3.7038 -6.0706 -2.6346
N -0.6532 -0.8898 9.8894
N -2.3435 -1.2286 -0.6000
N -0.2028 -1.9066 0.7719
N 0.5141 -0.2861 8.0320
N 1.1959 3.6849 5.0279
N 3.7914 5.9758 -5.4649
N -2.1126 4.5802 3.8935
N -2.4304 -2.9976 1.0227
N 3.6727 -4.6967 -2.5593
N 1.7460 5.8510 -6.4530
C 1.6182 0.3785 -0.7029
C -0.6536 -0.2204 8.7132
C -6.2121 3.4107 -0.7972
C -4.2392 0.5892 -0.4712
C 3.8309 0.7852 -3.1922
C -2.7492 0.0819 0.0127
C 1.4294 1.3237 -2.0338
C 3.4429 0.2162 -4.6558
C -0.6012 -3.0089 -4.2687
C 2.6169 5.3119 -5.5684
C 1.0645 0.0772 1.9467
C 3.3681 -4.4208 -1.1445
C 2.6008 0.7850 -7.1126
C 2.0954 -3.1214 1.1463
C -5.0003 2.6136 -1.5601
C 4.3931 1.1199 5.9198
C -3.6151 -5.7041 -2.1526
C 3.4988 1.3156 -5.8506
C -0.0413 -1.0951 2.0287
C -1.6781 5.8150 3.5488
C -3.8867 -3.2011 0.7262
C -1.6412 -2.0786 0.4181
C -2.5224 -6.7833 -2.7255
C -2.1168 -2.6962 -3.7523
C 3.4372 -6.7565 -1.3853
C -2.2860 -1.1642 -3.2251
C 0.9749 1.0130 0.6327
C 0.5188 -3.2200 0.8224
C -4.1836 -4.0894 -0.5904
C 0.3225 2.6753 5.2349
C -1.4793 -1.0680 -1.8167
C 0.6517 -3.4301 -4.3951
C 2.8256 1.9041 -2.5997
H 1.3205 -0.7861 8.3612
H -2.8151 4.0766 3.3821
H 4.0104 6.8005 -5.9947
H 2.4358 1.6251 -7.8838
H 3.3707 2.3951 -1.6912
H -3.7814 -4.9557 -3.0329
H 2.4068 -0.2959 -4.6519
H -4.5282 0.0884 -1.4666
H 4.4720 5.6106 -4.8176
H -2.0205 -3.6068 1.7646
H -2.3599 -3.3701 -2.8297
H 3.8796 -0.1092 -2.4685
H -1.5020 -0.8688 10.4322
H 2.9191 1.9913 4.8386
H 1.9432 6.6743 -6.9934
H -1.7650 -6.2858 -3.4591
H 2.4273 -4.1934 1.4706
H -1.6985 4.1575 4.7100
H -3.1361 -7.5220 -3.3871
H 5.8374 0.0519 4.8626
H 2.6299 2.7090 -3.4000
H -1.9985 -7.3160 -1.8482
H 0.8570 5.3900 -6.5639
H -4.9789 0.3326 0.3979
H 4.5867 1.5065 -6.2240
H -6.4863 2.7397 0.1136
H 3.4169 -7.8869 -1.1628
H -1.9731 -0.3791 -4.0021
H -4.3325 3.3843 -2.1260
H -1.9787 7.2474 2.1504
H -0.8860 -0.0798 -1.8292
H 4.8897 1.2617 -3.2396
H 0.4211 -3.7084 -0.2334
H -7.0995 3.5941 -1.5038
H -0.1143 1.3740 0.5196
H 2.1562 -0.2704 2.0523
H -4.4216 -2.1726 0.6328
H 0.2624 -1.7920 2.9186
H -2.0322 0.9395 -0.2828
H -4.3838 -3.3726 -1.4687
H -0.4062 3.6255 6.9382
H 3.0402 2.3313 -5.5388
H 1.2668 4.4886 5.6271
H -5.1445 -4.7327 -0.4281
H -2.8834 -2.9143 -4.5954
H -0.6755 -1.9156 -1.7654
H 4.0669 1.1281 3.8611
H -1.0429 -0.6068 2.3656
H 0.8607 0.7776 2.8603
H -5.7355 4.3949 -0.3917
H -4.3770 -3.7171 1.6471
H -4.6338 -6.2060 -1.9675
H 1.8013 3.6137 4.2255
H 0.0593 -3.9734 1.5633
H 6.0144 0.1087 6.5888
H 0.6984 2.1842 -1.8153
H 1.7118 -3.8793 -4.2343
H 0.5614 0.1986 7.1490
H -1.1296 2.0998 6.5221
H 0.1406 -1.3965 10.2383
H -2.8053 -0.0389 1.1723
H -3.4187 -1.0495 -2.9619
H 0.9832 0.6511 -2.8799
H 2.7507 0.2672 -0.5312
H 1.5996 1.9711 0.8722
H 1.2119 -0.6549 -0.9975
H 1.6015 0.3569 -6.7228
H -5.3727 1.8674 -2.3514
H 4.2498 -0.5899 -4.9135
H -2.9751 5.8449 1.9179
H 2.3759 -2.4300 2.0188
H 3.1905 -0.0492 -7.6650
```

## Properties
* F_max: 7.123 eV/Å
* total charge: +1

[2]
Entry from OMol25: a cluster of 11 separate species, C33H72N6O11 in total at a distorted geometry (ωB97M-V with the def2-TZVPD basis set).

```
122
C33H72N6O11, DFT ωB97M-V with the def2-TZVPD basis set
O -0.6612 1.6170 1.2614
O -0.6604 0.8973 -5.8383
O -3.7779 -1.3335 7.6383
O -5.2593 -2.8858 3.2630
O -5.0626 3.9826 2.1253
O 3.2030 0.1309 -1.6668
O -4.6506 1.3870 -3.6629
O 0.4548 -3.8016 -4.4743
O 0.5521 5.1593 -1.7648
O 6.0838 -0.0594 1.9381
O 0.8239 -2.2661 3.0031
N 6.1371 2.1470 2.3783
N -0.9256 -3.3161 -2.8484
N 2.8268 5.3486 -2.2433
N 1.4744 0.9850 -5.0477
N -4.9473 -4.7747 2.0669
N 4.0496 -0.9749 -3.3847
C -1.9096 -0.2877 1.2234
C 4.1288 -0.0810 -2.3715
C -2.7022 -1.2095 5.4945
C -4.2386 2.2630 3.5027
C -3.4562 4.7195 3.6444
C 1.7311 4.8247 -1.5986
C -3.6911 -4.2882 1.5405
C -5.6920 -3.9508 2.8554
C 7.5676 2.3980 2.1764
C -0.4947 -3.2614 -4.0714
C -3.6656 1.8941 -3.1868
C 2.8813 6.5769 -2.9842
C 3.1954 -2.3840 2.6206
C 1.1905 1.9498 -3.9724
C 4.0140 1.2168 1.5904
C 5.4967 1.0519 2.0128
C -2.6293 0.9640 -2.6464
C -0.6758 0.4883 0.8171
C -0.3490 -3.8768 -1.6603
C -4.3394 3.6491 3.0149
C 2.9249 -1.8742 -3.6432
C 1.9181 -2.6522 3.3729
C -6.9108 -4.5501 3.4743
C -3.9280 -3.2977 6.3487
C -3.5266 3.3787 -2.8169
C 0.5262 0.6222 -5.9703
C 2.0070 -3.3949 4.6826
C -1.3870 -2.4037 -4.9505
C 0.4813 -0.1907 0.1183
C -3.4609 -1.9400 6.5964
C 2.0137 3.5813 -0.7516
C 1.0546 -0.1790 -7.1199
C 5.3256 0.7312 -2.2219
H -2.3082 -0.8201 0.3597
H 1.2323 1.4925 -2.9839
H -1.6096 1.3220 -2.7886
H 3.3984 -2.6962 -4.1800
H -2.6835 -1.7735 4.5620
H 1.1012 0.4323 -0.5264
H 1.4087 -1.1326 -6.7282
H -2.9534 -0.1530 5.4010
H -1.0439 -2.4580 -5.9836
H 8.0575 1.5373 1.7210
H 3.5750 -3.2310 2.0491
H -4.9085 1.5971 2.9589
H -4.9136 -3.2225 6.8082
H 5.5555 2.9063 2.7028
H -3.2230 1.8676 3.4812
H -3.4380 3.1857 -1.7478
H 3.2822 1.1556 2.3959
H -7.7536 -3.8599 3.4344
H -4.3896 3.9753 -3.1127
H -5.2341 -5.6920 1.7564
H -3.6037 4.7952 4.7217
H -7.2176 -5.4923 3.0202
H 1.6599 -2.6526 5.4014
H 0.2542 2.4545 -4.2106
H -2.3358 -2.8583 -4.6653
H 0.3566 -4.6443 -1.9783
H 2.6336 3.8583 0.1011
H 3.9258 2.1607 1.0523
H 0.1425 -0.2464 -7.7128
H 3.8551 -1.9079 3.3460
H 0.2782 -3.1115 -1.2030
H -3.3553 -3.9747 6.9825
H 8.1902 2.6889 3.0225
H 2.5892 2.7728 -1.2022
H -3.7743 -4.3182 0.4541
H -2.5887 -0.0134 -3.1272
H 2.4107 0.6110 -5.1081
H -3.3619 5.7025 3.1828
H 1.8913 2.7712 -4.1218
H -1.8413 -2.9108 -2.7164
H -2.5966 3.8498 -3.1351
H 4.8527 -0.9205 -3.9948
H 5.4616 1.3741 -3.0916
H 3.8681 7.0334 -2.9064
H -1.0697 -4.2211 -0.9186
H 3.0187 -3.7318 4.9081
H 1.0552 3.2288 -0.3705
H -2.9290 -5.0390 1.7492
H 3.7176 4.8890 -2.1195
H -3.3115 -3.3520 1.9498
H 1.1305 -0.4445 0.9564
H -0.0446 -0.9596 -0.4477
H -2.4695 4.2956 3.4574
H 3.7854 0.4813 0.8191
H 2.6999 6.3622 -4.0374
H -2.9331 0.8667 -1.6041
H -1.6247 -1.0494 1.9491
H 2.1612 7.3235 -2.6494
H -3.9773 -3.6321 5.3124
H 2.1205 -1.5146 -4.2849
H -4.6404 2.3049 4.5151
H 1.7593 0.3714 -7.7431
H -1.5262 -1.3689 -4.6376
H -1.6347 -1.0866 5.6778
H 1.2966 -4.2153 4.5802
H -2.5003 0.4955 1.6987
H 6.1796 0.0540 -2.2311
H 7.6708 3.2299 1.4797
H 5.1451 1.2762 -1.2954
H 2.6346 -2.4092 -2.7390
H -6.7146 -4.8146 4.5134
H 3.0937 -1.5247 1.9577
```

## Properties
* F_max: 5.696 eV/Å
* relative energy (zero: lowest compared OMol25 entry of this formula, charge and spin): 0.0 kcal per mole

[3]
Entry from OMol25: a cluster of 12 separate species, C33H72O33 in total at a distorted geometry (ωB97M-V with the def2-TZVPD basis set).

```
138
C33H72O33, DFT ωB97M-V with the def2-TZVPD basis set
O -2.1395 -4.1080 -1.6799
O 4.5791 -4.5229 0.1270
O -3.2173 2.9449 -0.1345
O -1.5518 -5.2139 2.9837
O 0.6902 -0.2074 2.0262
O 1.2308 -0.8284 -0.0522
O 0.2768 6.1730 -0.1348
O 1.9563 -0.3687 -7.1184
O -3.6942 -0.7648 3.2936
O -0.8585 -2.4352 2.3994
O -0.1455 7.4551 1.6238
O 4.1155 1.3614 -1.1497
O -2.9688 -2.6475 0.6788
O 3.4342 -2.6535 -0.2366
O 1.8385 7.5441 0.5261
O -4.6810 2.2874 1.5385
O -3.2725 -0.0314 5.3958
O -2.3565 3.1014 5.7538
O 5.2908 -3.1356 -1.4075
O 1.8798 -6.0552 -1.7283
O -0.5065 1.0860 -3.7091
O 3.5285 2.2893 0.7705
O 3.1802 3.3906 -1.1226
O 0.6790 1.2413 0.1940
O -0.5058 2.0039 5.6073
O 2.3130 -8.1617 -1.9321
O -1.4560 -0.7467 -4.5269
O -4.4470 1.2329 -0.4650
O -2.6977 1.0670 -3.9585
O 2.4978 2.0746 -5.1059
O -5.2256 -1.1845 4.9123
O 0.1000 -7.4699 -2.1279
O -1.4298 2.6902 3.6758
C 0.6420 7.0660 0.7900
C -2.9991 4.1482 0.6521
C 3.1162 3.1723 -2.5727
C -1.5774 0.3380 -4.0617
C -2.7826 0.1667 2.8219
C -3.5149 3.7675 5.1910
C 3.7022 2.2952 -0.5111
C -2.2804 -2.0191 -0.3735
C 0.9789 -4.9053 -2.0372
C 3.6391 -4.8951 1.1184
C -2.5009 -2.7197 -1.7381
C 0.6398 1.3662 5.0227
C 1.3169 -7.2464 -1.9870
C 4.3654 -3.3755 -0.5086
C 0.2255 2.2748 1.0778
C 2.0233 -9.5187 -2.3291
C -0.4312 -4.7957 2.1208
C 1.0953 -0.5626 -1.4111
C 2.3461 -0.3588 -5.7273
C 3.2613 0.9150 -5.4272
C -1.4669 2.5498 4.8609
C 0.7985 0.0864 0.8661
C -5.2154 0.1266 -0.0319
C 5.0999 -1.8504 -2.1706
C -3.8720 0.4195 -4.4898
C 2.2933 8.7291 1.2728
C -4.1723 -0.7321 4.5842
C -0.6604 2.1709 -2.8199
C 1.1303 5.7667 -1.2417
C 0.1359 -3.5133 2.5848
C -3.7503 0.2358 6.7586
C -4.1778 2.1997 0.3971
C 4.0222 1.1850 1.5653
H 0.2883 2.6296 -2.6237
H 0.4105 0.5813 4.2827
H -2.0036 4.4344 0.3160
H 1.4463 9.4357 1.2445
H -5.1173 -0.0800 1.0407
H -1.2125 1.8971 -1.8969
H -3.1242 1.1868 2.9228
H 0.0678 -0.5015 -1.7460
H 2.6474 -4.7999 0.7699
H 3.6969 0.2235 1.1212
H 2.7528 -10.1574 -1.7449
H -2.7271 -0.0665 1.7336
H -4.3207 3.4377 5.8000
H -4.0996 -0.4069 -3.8776
H 3.6890 -4.3193 2.0858
H 1.0875 2.5028 1.7371
H 1.4639 6.6229 -1.8324
H 1.0355 -3.1914 1.9670
H -3.7322 4.8893 0.3684
H -4.7997 0.4733 6.9156
H 0.3330 -4.6535 -1.1625
H 2.1812 -9.6113 -3.4167
H 1.7613 -4.1616 -2.1653
H 4.6537 -1.1334 -1.5057
H -1.2053 -2.0504 -0.2525
H -1.3193 2.8889 -3.2742
H 6.1017 -1.6737 -2.5954
H 3.8450 1.0227 -6.3669
H 3.8488 -5.9325 1.3789
H 1.5527 -1.4051 -1.8742
H -6.2167 0.3773 -0.3010
H -2.9726 3.8874 1.7096
H -3.2226 1.1277 7.1954
H 1.5161 -0.4749 -5.0669
H 4.3974 -2.1223 -2.9682
H -2.2794 -4.6528 2.6132
H 0.3526 -5.6143 2.1366
H 4.1118 3.0867 -2.9810
H 2.5423 2.2931 -2.7973
H 2.5715 4.0496 -2.9668
H -4.9083 -0.7117 -0.6303
H -0.3193 -1.6129 2.4524
H 0.3832 -3.5783 3.6581
H 3.1941 9.0728 0.7298
H 1.9866 5.2786 -0.8112
H 1.2871 2.1033 4.5260
H 0.4908 5.1156 -1.8455
H -0.8164 -4.7451 1.0666
H -2.4995 -0.9776 -0.5902
H 3.6009 1.3388 2.5719
H 1.0230 -9.7802 -2.0924
H -1.7790 0.0166 3.2834
H 3.8643 0.7555 -4.5585
H 1.0899 0.8487 5.8582
H -3.6572 3.3527 4.2437
H 5.0993 1.2844 1.5582
H 2.5210 8.4160 2.2524
H 1.8002 2.0285 -5.7594
H -3.5547 -0.6794 7.3234
H -4.6727 1.1307 -4.4606
H 0.0107 3.1429 0.4661
H 3.0740 -1.2152 -5.6054
H -3.7492 0.1230 -5.5142
H -0.6498 1.9110 1.6558
H -3.3589 4.8188 5.1858
H -2.3934 -2.6169 1.4226
H 1.1348 -0.8058 -7.3101
H -3.5097 -2.5167 -2.0504
H 1.6418 0.3349 -1.7584
H -1.8595 -2.2571 -2.4525
H 0.3701 -5.0232 -2.8976
H -2.7134 -4.4863 -1.0037
```

## Properties
* F_max: 4.002 eV/Å
* relative energy (zero: lowest compared OMol25 entry of this formula, charge and spin): 23.1 kcal per mole

Table of gap between HOMO and LUMO (eV), in record order: 7.4, 9.0, 10.3